No. 1
12
Properties=species:S:1:pos:R:3:forces:R:3:nbo_charge:R:1 method="wB97M-V/def2-TZVPD" lumo_energy_ha=0.1526 charge=-1
C -0.300532 -0.992834 -1.210505 2.3410 -1.6414 -2.1240 -0.264
C -1.494913 -0.930881 -0.607274 -2.2492 -3.6423 2.0795 -0.730
N 1.800120 0.549397 0.804247 -2.8697 1.0904 3.0541 -1.113
O -0.676798 1.142753 0.912014 2.4820 0.0913 -0.8269 -1.044
O 0.879029 2.918483 0.169041 0.8563 1.0910 0.6160 -1.015
S 0.568916 1.511408 0.006390 -2.1290 -1.0017 -0.0662 1.611
H 0.385033 -1.799453 -0.866419 -0.0839 0.5045 0.6998 0.104
H -1.936825 -1.692953 0.268772 0.8503 1.4631 -2.0421 0.126
H -0.910745 -0.186695 0.063688 -0.1933 1.4605 0.6547 0.399
H -2.215867 -0.509675 -1.253297 -1.3291 1.0898 0.2390 0.206
H 1.351100 -0.181798 1.349100 -0.0929 0.3225 0.0280 0.364
H 2.551481 0.172249 0.364244 2.4175 -0.8278 -2.3118 0.355

***

No. 2
12
Properties=species:S:1:pos:R:3:forces:R:3:nbo_charge:R:1 method="wB97M-V/def2-TZVPD" lumo_energy_ha="0.1336 / 0.1233" charge=-1
C 1.501396 -2.106375 -0.424315 1.7512 0.1932 0.3315 -0.959
C -1.346086 1.951625 -0.258517 0.1298 0.2200 -0.9551 -0.508
N -0.020407 1.433123 -0.538665 -0.0449 -0.4601 0.8124 -0.456
O 1.467319 -1.121975 1.780506 0.4280 0.8457 2.2654 -1.014
O -0.720212 -2.123373 1.008766 0.5449 0.4023 -0.1493 -1.001
S 0.537623 -1.383248 0.702164 -1.3290 -1.0957 0.4452 1.718
H 1.041439 -2.050746 -1.337006 -1.2178 -0.4021 -2.6451 0.165
H 2.410840 -1.480786 -0.440964 -0.1137 -0.5534 0.0143 0.189
H -1.336804 2.697218 0.577269 0.1783 -0.3844 -0.4804 0.202
H -1.682469 2.532948 -1.222955 0.0625 -1.2068 1.8828 0.181
H -1.988691 1.106621 0.095304 -0.1357 0.8338 -0.6204 0.203
H 0.136051 0.544968 0.058413 -0.2536 1.6076 -0.9014 0.280

***

No. 3
13
Properties=species:S:1:pos:R:3:forces:R:3:nbo_charge:R:1 method="wB97M-V/def2-TZVPD" lumo_energy_ha=0.1307 charge=-1
C -1.163813 -1.002412 1.682360 0.9546 0.1487 0.4972 -0.753
S -0.552061 -2.061570 0.320585 -0.8657 -0.2731 0.1701 0.024
S 1.483726 -2.217639 0.438944 -0.2058 0.4613 -0.2014 -0.254
H -0.971046 -1.477281 2.649298 -0.3517 -0.2555 -0.1154 0.184
H -2.236630 -0.860623 1.494971 0.3091 -0.0892 0.0488 0.211
H -0.644009 -0.027736 1.691418 -0.4246 -0.5342 -0.4386 0.288
H 1.636366 -1.081230 -0.335526 0.4779 -0.0088 0.5272 0.234
N 0.276956 1.892369 -1.918982 0.0568 0.0583 0.8449 -0.914
C 0.543999 1.170552 -0.727846 -0.3912 0.5112 0.6136 0.875
O 1.713211 0.710602 -0.618684 -0.1151 -0.1063 -0.1336 -0.818
O -0.398747 1.137320 0.111827 0.8163 0.2303 -1.0060 -0.811
H -0.680284 1.890441 -2.180853 -0.4630 0.1646 -0.3553 0.368
H 0.992326 1.927202 -2.607515 0.2023 -0.3074 -0.4517 0.366

***

No. 4
12
Properties=species:S:1:pos:R:3:forces:R:3:nbo_charge:R:1 method="wB97M-V/def2-TZVPD" lumo_energy_ha="0.0135 / -0.1476" s_squared=0.76 multiplicity=2
C 1.560048 0.338147 -0.872570 -1.1810 3.3727 0.1057 -0.419
N 0.576918 0.478653 0.245041 -0.4205 -2.3161 0.1022 -0.556
C 0.109692 -0.761803 0.810224 3.8975 -1.2122 -0.5380 0.820
O -0.952259 -0.433974 1.518017 1.5552 -1.3226 -0.8674 -0.309
O 0.871370 -1.773539 0.672920 -4.3142 2.6840 1.0648 -0.565
H 1.850191 1.397765 -0.946836 0.1847 -0.2798 -0.5518 0.206
H 2.440840 -0.160891 -0.641185 1.1992 -1.4795 0.6849 0.215
H 1.177408 0.069554 -1.847397 -0.5439 -0.3890 0.2203 0.224
H 0.998723 0.901138 1.056243 0.0357 0.8871 0.0089 0.393
H -2.546672 -0.110237 0.720451 -0.8977 0.0239 -0.5481 0.477
H -2.794890 0.081044 -0.799095 -1.3070 -0.2253 2.0258 0.459
O -3.291370 -0.025855 0.084187 1.7919 0.2568 -1.7071 -0.946

***

No. 5
12
Properties=species:S:1:pos:R:3:forces:R:3:nbo_charge:R:1 method="wB97M-V/def2-TZVPD" lumo_energy_ha=-0.1420 smiles="[NH3+]C(O)=C(O)O" charge=+1
N -1.426156 0.788773 -0.029890 1.0420 -2.4326 0.3451 -0.698
C -0.379261 -0.302668 0.233549 3.6998 1.5534 -1.8301 0.134
O -0.878622 -1.608477 0.284346 1.2752 0.6739 0.0237 -0.668
C 0.987204 0.063207 -0.243535 -7.7798 -1.6985 2.3286 0.605
O 1.929624 -0.803524 -0.196145 1.6820 -0.9123 -0.1305 -0.607
O 1.241940 1.318950 -0.419876 2.0227 0.9786 0.2288 -0.645
H -0.928867 1.667417 -0.243951 -0.4228 -0.2090 0.4761 0.474
H -1.976110 0.494783 -0.823733 -0.2964 0.1154 -0.7821 0.436
H -2.090343 0.783841 0.745368 0.2217 0.7310 0.2827 0.451
H -0.147468 -2.179289 0.650045 -1.6004 0.6604 -0.1148 0.494
H 1.536619 -1.651630 0.045767 0.5876 -0.2369 -0.2234 0.501
H 2.131436 1.428618 -0.001946 -0.4316 0.7767 -0.6041 0.521

***

No. 6
12
Properties=species:S:1:pos:R:3:forces:R:3:nbo_charge:R:1 method="wB97M-V/def2-TZVPD" lumo_energy_ha=-0.1493 smiles="[NH2+]=C(O)C(O)O" charge=+1
N -1.162881 -1.281794 0.068030 -2.2762 -3.1936 0.6110 -0.683
C -0.848156 -0.075815 -0.064145 2.1823 3.8268 -0.0824 0.672
O -1.658273 0.924259 0.225632 0.3612 -0.9055 -0.1912 -0.601
C 0.679592 0.186989 -0.418622 -0.7925 -0.0101 -0.3081 0.299
O 1.462477 -0.807765 0.186107 -1.1928 -0.1744 -2.2892 -0.692
O 0.860035 1.504711 0.005618 1.0101 -0.7433 0.1766 -0.711
H -2.117937 -1.495436 0.526675 2.0240 -0.0772 -1.2798 0.467
H -0.467127 -2.024904 -0.269693 -1.5174 1.2802 1.0873 0.481
H -1.284956 1.850244 0.217399 0.2443 -1.3792 -0.1693 0.564
H 0.901762 0.045105 -1.483578 -0.5483 0.2599 -0.0494 0.197
H 1.812063 -0.485276 0.972788 0.9628 0.7265 2.6535 0.493
H 1.823403 1.659687 0.033786 -0.4575 0.3899 -0.1592 0.514

***

Electronic energy for the records above, in order: -683.07912; -683.09462; -1081.49899; -360.17615; -359.95793; -360.01574 hartree
Relative energy (zero: lowest compared OMol25 entry of this formula, charge and spin) for the records above, in order: 647.2; 606.5; 72.0; 105.4; 206.0; 54.3 kJ/mol